The following is a quantum chemistry calculation of a structure of composition C20H19N7OS in a non-equilibrium geometry, from OMol25.

XYZ file:
```
48
Properties=species:S:1:pos:R:3:forces:R:3:mulliken_charge:R:1
S -0.8313 4.0199 0.2866 -0.3 -0.9 0.6 -0.13
O -0.5181 2.0898 -2.3389 -9.7 -1.4 -8.7 -0.39
N 1.4291 -2.1615 -1.1846 -2.1 -11.0 -2.5 -1.43
N 1.7284 -1.0686 -0.7845 -0.3 6.3 0.0 1.65
N -1.9050 1.5554 0.4329 -9.1 -10.3 -0.4 0.30
N -3.5307 -3.6887 0.6845 3.1 7.2 0.6 -0.56
N 1.0871 1.3002 -1.1658 2.7 -3.4 1.9 0.01
N -0.1601 1.6325 1.6697 1.1 0.1 -2.3 -0.63
N -0.4491 0.2351 1.7197 -3.8 5.1 -1.2 -0.29
C -2.3901 -0.9659 1.1179 0.2 -3.4 -3.5 0.33
C -3.1332 1.8089 -0.2576 1.1 2.4 -4.1 -1.15
C 0.3620 -2.0825 -1.9219 -3.3 -2.9 -0.3 0.23
C -1.6711 0.2011 1.1304 3.7 4.8 0.3 0.56
C 4.0062 0.0491 1.7465 1.1 5.2 10.7 -0.53
C 0.5329 3.8246 -0.8327 1.4 -4.3 -1.6 -0.51
C 0.2747 2.3115 -1.6118 8.7 2.6 8.6 0.13
C 2.8643 0.1324 1.2026 -6.7 -4.5 -7.2 0.03
C 0.9007 -0.2453 -1.4394 1.1 11.1 3.6 -0.60
C -0.4756 -3.2166 -2.4330 5.5 -2.8 -3.4 -1.43
C 3.8311 -1.5146 -0.1847 13.1 -9.8 -4.2 0.43
C 5.0720 -1.4844 0.5042 -6.5 7.1 6.6 -0.87
C -2.1430 -3.3737 0.7816 -5.3 -0.7 -2.1 -0.42
C -1.5700 -2.0165 0.6843 0.8 -3.5 4.2 -0.05
C -3.7934 -1.1661 0.9788 7.3 10.1 2.6 -1.02
C 2.7839 -0.9670 0.0524 -6.6 10.6 5.5 0.48
C -0.1420 -0.7887 -1.9908 1.4 -1.9 -0.8 -0.36
C 5.1122 -0.6549 1.8454 -9.5 -6.0 -14.8 -1.41
C -4.2232 -2.2355 0.7059 -6.6 -17.1 -2.4 -0.29
C -1.0036 2.2755 0.7129 9.4 4.7 6.5 0.37
H 5.9124 -0.6241 2.2032 11.6 1.0 6.7 0.75
H 5.8273 -2.0323 0.4708 6.2 -5.1 -1.8 0.63
H 1.5240 3.4694 -0.3680 -1.2 2.0 -0.4 0.27
H -4.3238 -0.3066 1.0057 -2.2 2.4 0.3 0.80
H 0.0782 -4.2502 -2.2469 -0.8 2.1 -0.3 0.28
H -1.7071 -4.3517 0.6331 1.5 0.4 0.4 0.48
H 1.8062 1.3515 -0.3827 -1.5 0.8 -1.6 0.20
H 3.9344 0.5450 2.8120 -0.1 0.5 -1.6 0.14
H -3.5247 0.9594 -0.7563 0.0 -1.2 -0.1 0.51
H -1.4054 -3.4173 -2.0760 -2.9 0.4 1.1 0.39
H -3.9543 2.2757 0.2459 0.0 0.4 1.0 0.33
H -0.4403 -3.1613 -3.6097 -0.6 -0.1 2.2 0.29
H 3.9851 -2.3831 -0.9692 -1.2 2.0 0.9 0.20
H -0.9577 -0.3692 -2.4423 -1.6 0.8 -1.1 0.82
H -0.4642 -2.0969 1.0288 -1.7 0.9 -1.5 0.07
H -2.8172 2.5065 -1.1858 -0.9 -1.3 2.1 0.32
H 0.4693 4.5307 -1.6809 0.6 0.0 0.9 0.45
H 1.8207 0.5007 1.4108 1.9 0.4 0.7 0.28
H -5.3208 -2.4212 0.6183 1.0 0.3 -0.2 0.35
```
Positions in Å, forces in eV/Å.

As for the total energy: -44344.3051 eV. The spin multiplicity is 1. The highest occupied orbital energy comes out at -8.25 eV. The total charge is 0. The frontier orbital gap is 7.672 eV.

***

The following is a quantum chemistry calculation of an isolated molecule of C20H19NO2 in a non-equilibrium geometry, from OMol25.

XYZ file:
```
42
Properties=species:S:1:pos:R:3:forces:R:3:mulliken_charge:R:1
O 0.1617 0.9811 1.6292 0.4 0.8 0.9 -0.31
O -1.3936 0.9369 3.3430 0.8 -0.7 -1.0 -0.57
N -0.0653 -1.6369 -2.3799 0.0 -1.3 -1.2 0.41
C 0.4808 0.8384 -1.1921 1.2 0.2 -1.4 -0.25
C -0.6558 -1.3222 1.7145 0.3 1.4 -0.5 -0.69
C 0.0033 -0.5493 -3.2473 0.4 2.3 -0.1 0.89
C -0.4168 1.4159 2.8047 -2.1 0.0 1.1 0.54
C -0.4077 -5.1723 -2.8203 0.1 2.2 -1.6 -0.96
C -1.1073 -2.4397 1.0597 0.5 -0.9 -1.0 -0.88
C -0.1891 -0.2013 1.0014 -1.2 -1.7 -0.7 0.23
C 1.5879 4.5967 3.4278 0.1 -0.3 -0.5 -0.56
C -0.5022 3.2446 4.6286 0.5 -0.8 -0.9 -0.33
C 1.1038 3.3930 2.8373 0.3 1.3 0.8 -0.30
C -0.3511 -3.9125 -3.3709 0.4 -2.3 2.5 0.16
C -0.4029 -1.4639 -1.0466 -0.3 -1.5 1.2 0.13
C -0.2610 -0.6798 -4.7633 0.7 0.3 0.9 -1.40
C 0.2485 0.6686 -2.7054 -0.2 -1.0 0.4 -1.15
C -0.0724 -0.2836 -0.4171 -0.3 0.2 2.1 0.57
C 0.0735 2.6760 3.4395 1.2 1.4 0.0 0.20
C -0.0456 4.4592 5.1396 -0.8 -1.0 0.8 -0.45
C 1.0262 5.1165 4.5795 0.1 0.8 0.0 -0.38
C 0.5813 -2.9088 -2.7244 -0.2 0.3 -1.4 -1.08
C -0.9493 -2.5673 -0.3166 0.4 1.7 0.1 -0.65
H -0.3614 0.3048 -5.2628 0.0 -0.5 0.6 0.38
H 2.3976 5.1705 2.9806 -0.1 -0.4 -0.2 0.36
H 1.0624 -3.3351 -1.8517 -0.2 -0.1 0.3 0.48
H 1.3480 6.0691 5.0624 0.0 -0.9 -0.7 0.32
H -0.6748 -1.2926 2.7671 -0.2 0.1 1.0 0.49
H 1.5853 0.9117 -0.9569 -1.0 0.3 -0.3 0.20
H -1.0303 -3.5978 -4.1602 0.2 -0.1 0.1 0.23
H 0.2678 -5.5260 -2.0248 -0.5 0.4 -0.4 0.30
H 0.5683 -1.1805 -5.2584 0.1 -0.2 0.0 0.30
H 1.4122 -2.7342 -3.4230 -0.1 0.4 0.0 0.44
H -1.4936 -3.2976 1.6067 0.1 0.3 0.1 0.38
H -0.5083 4.8633 6.0514 0.2 -0.3 -0.5 0.34
H -1.2042 -3.4821 -0.8069 -0.2 -0.2 -0.3 0.51
H 0.2177 1.5504 -3.3307 0.0 0.0 0.0 0.31
H -1.1546 -1.2530 -4.9180 -0.5 -0.3 -0.2 0.29
H 1.5096 3.0665 1.8954 0.2 -0.2 -0.1 0.43
H -1.1194 -5.8439 -3.2628 -0.1 -0.6 0.1 0.28
H -0.0139 1.7410 -0.8856 0.1 0.7 0.3 0.38
H -1.2553 2.6763 5.1573 -0.2 0.1 -0.1 0.41
```
Positions in Å, forces in eV/Å.

As for the total energy: -26631.8037 eV. The spin multiplicity is 1. The highest occupied orbital energy comes out at -7.47 eV. The total charge is 0. The frontier orbital gap is 7.792 eV.

***

The following is a quantum chemistry calculation of a structure of composition C20H19OPV in a non-equilibrium geometry, from OMol25.

XYZ file:
```
42
Properties=species:S:1:pos:R:3:forces:R:3:mulliken_charge:R:1
V 0.3914 1.3542 0.8250 2.3 -2.4 -4.0 0.11
P -0.9994 -0.5794 2.5405 -1.2 0.1 0.8 -0.03
O 2.8810 -0.2685 0.4839 0.0 -0.7 0.0 -0.64
C 0.2036 -1.9699 2.2545 1.1 1.1 -1.3 0.41
C 0.1417 -0.9247 5.1367 -0.5 0.0 0.1 -0.22
C -1.1187 -0.4437 7.1438 0.0 0.0 0.0 -0.42
C -2.2254 -0.3660 4.9947 0.4 -0.1 0.3 -0.41
C -0.4718 1.2412 2.6059 -0.7 -1.9 1.7 0.24
C 1.7463 -4.2408 1.7130 -0.1 0.1 0.2 -0.52
C -0.7324 3.1655 1.1774 -2.1 0.7 0.1 -0.69
C 0.8714 1.5521 2.8260 -0.2 0.9 1.3 -0.53
C 1.3969 -1.8431 1.4855 -0.6 -1.9 1.2 0.44
C 0.0871 -0.7749 6.5267 0.3 -0.1 -0.5 -0.74
C 2.1824 -2.9901 1.3020 0.0 0.0 -0.1 -0.70
C -1.0128 -0.6992 4.3619 0.0 -0.2 1.0 0.55
C -1.3090 2.0552 1.8095 -0.2 0.5 0.5 -0.08
C 0.5626 3.5629 1.4696 0.8 0.6 -0.1 -0.48
C 1.7706 -0.5648 0.9025 -1.0 3.2 0.0 0.05
C 1.3435 2.7665 2.2926 1.5 0.4 0.6 -0.44
C -2.2788 -0.2495 6.3860 0.1 0.0 0.0 -0.50
C 0.0185 0.7597 -1.9515 -0.3 0.1 0.2 -0.89
C -0.2176 -3.2266 2.6879 0.2 -0.1 -0.1 -0.54
C 0.5344 -4.3671 2.3912 -0.1 0.6 0.0 -0.54
H -3.1259 -0.2002 4.3893 0.4 -0.1 0.2 0.30
H 1.0114 -0.9263 7.0968 -0.5 0.1 0.0 0.37
H -2.3275 1.7607 1.5966 0.0 -0.1 0.1 0.40
H 1.0709 -1.2354 4.6357 -0.4 0.2 0.3 0.37
H 0.0403 -0.0429 -2.7074 0.4 0.6 0.2 0.34
H 2.3531 -5.1144 1.5071 0.0 0.0 0.0 0.38
H 0.9607 4.4889 1.0505 0.0 -0.4 0.0 0.43
H -3.2233 -0.0066 6.8830 0.4 -0.1 -0.2 0.38
H -1.1424 -0.3481 8.2277 -0.1 0.0 -0.2 0.36
H 1.0088 0.9554 -1.4946 0.0 0.0 -0.7 0.18
H -1.3702 3.7371 0.5190 0.1 0.2 -0.1 0.50
H 2.3642 3.0505 2.5169 0.0 0.1 -0.1 0.40
H 0.1589 -5.3385 2.6828 0.1 0.0 0.0 0.40
H -0.5021 1.6655 -2.2994 0.5 -0.3 -0.1 0.29
H -0.5889 0.3634 -1.1525 -0.5 -0.3 0.3 0.14
H 1.5134 0.9338 3.4388 -0.1 -0.1 -0.1 0.45
H -0.9141 0.3563 0.8221 0.1 -0.9 -1.3 0.00
H 3.1504 -2.8948 0.8226 -0.1 0.1 -0.2 0.46
H -1.1606 -3.3090 3.2179 0.1 -0.1 0.1 0.41
```
Positions in Å, forces in eV/Å.

As for the total energy: -58066.7603 eV. The spin multiplicity is 4. The highest occupied orbital energy (spin up / spin down) comes out at -6.82 / -7.00 eV. The total charge is 0. The frontier orbital gap (spin up / spin down) is 7.202 / 6.161 eV.